Entry from the OMol25 dataset: the ion C6H16OP with charge +1 at a distorted geometry (ωB97M-V with the def2-TZVPD basis set).

Structure (XYZ):
```
24
Properties=species:S:1:pos:R:3:forces:R:3
C -1.571076 0.305459 -1.151056 2.8 2.7 0.0
C -1.493032 1.623018 0.989766 2.3 -2.3 0.1
C 1.564663 0.751155 -1.469310 -2.4 0.5 1.3
C -1.346416 -0.999969 0.993189 0.5 1.9 3.4
C 1.508230 -1.677416 0.054396 3.8 0.2 3.6
C -1.085524 0.324975 0.328425 1.9 0.4 -1.2
O 2.503960 0.552922 1.033101 -2.4 1.6 -1.4
P 1.147956 0.108196 0.183517 1.1 -0.3 -1.2
H -2.556567 -0.011008 -1.157979 -2.0 -1.0 0.2
H -1.620885 1.393971 -1.635993 0.6 -2.5 0.9
H -0.931876 -0.422269 -1.676828 -0.7 0.4 -0.4
H -1.075549 1.750121 1.941160 -0.2 -0.5 2.1
H -2.517530 1.583228 0.924195 -2.5 0.6 0.3
H -1.046308 2.441432 0.551530 0.4 1.8 -1.9
H 2.499481 0.438515 -1.717880 2.8 -1.3 -0.6
H 1.700712 1.847299 -1.369604 -1.0 -0.4 -0.6
H 0.831321 0.245855 -2.152688 0.7 1.5 0.3
H -0.457225 -1.438519 1.509992 -1.0 0.4 -0.3
H -1.695194 -1.685208 0.308003 -1.1 -1.6 -1.2
H -2.070357 -0.714531 1.807208 0.3 -1.0 -0.7
H 2.588244 -1.847987 -0.403850 -2.0 0.7 1.3
H 0.931425 -2.173453 -0.580419 -3.0 -2.0 -2.8
H 1.387430 -2.272614 1.088151 0.6 1.5 -2.2
H 2.804107 -0.123175 1.602971 0.6 -1.2 1.3
```
Forces are in eV/Å.

Summary:
E = -17809.499 eV
orbital gap = 10.02 eV
ΔE to the lowest compared entry with this formula, charge and spin = 45.2 kcal per mole
strongest force on any atom = 5.30 eV/Å
LUMO energy = -4.298 eV
molar mass = 135.17 g/mol
charge = +1

***

Entry from the OMol25 dataset: a structure of composition C12H14BrCrIN2 at a distorted geometry (ωB97M-V with the def2-TZVPD basis set).

Structure (XYZ):
```
31
Properties=species:S:1:pos:R:3:forces:R:3
C 0.234962 2.942639 1.269773 1.0 1.5 0.6
C 3.076109 0.545208 0.593916 2.9 1.0 -0.1
H -0.564501 3.349039 0.644359 0.3 -0.1 0.0
H 1.099802 3.623445 1.184571 -0.3 -0.1 0.1
H -0.055988 2.927873 2.332861 0.0 -0.2 -0.5
H 3.439281 0.039463 -0.304126 -0.3 0.1 0.1
H 3.620125 1.498319 0.627442 0.0 -0.2 0.1
H 3.362446 -0.021905 1.492905 -0.7 0.1 -0.2
C -2.080329 1.397969 0.834183 0.1 0.4 -0.8
C -3.338116 1.377824 0.222377 0.1 -0.4 0.1
C -3.600453 0.403386 -0.744264 0.4 0.3 0.0
C -2.560269 -0.446968 -1.107432 0.6 0.0 0.2
H -1.920305 2.027824 1.712163 0.2 -0.2 -0.5
H -4.066177 2.137779 0.507559 0.0 -0.5 0.1
H -4.581075 0.305382 -1.212197 0.3 0.1 0.2
H -2.694945 -1.273923 -1.796287 -0.3 0.3 0.1
N -1.020654 0.743557 0.326126 -1.2 -1.1 0.1
C -1.274194 -0.240518 -0.582679 -1.1 1.2 0.4
C -0.172751 -1.166333 -0.799334 1.3 -0.8 0.1
N 0.937391 -0.903640 -0.054689 -0.8 -1.4 0.0
C 1.808261 -1.909803 0.125756 0.0 0.1 -0.7
C 0.686449 -3.318421 -1.468971 0.2 0.4 0.0
C 1.761289 -3.094525 -0.609179 -0.2 0.1 0.0
H 2.609540 -1.760533 0.847747 -0.3 0.1 -0.3
H 2.584120 -3.797606 -0.507482 -0.3 0.0 0.1
C -0.304546 -2.347256 -1.542501 -0.1 0.5 0.3
H -1.206349 -2.471214 -2.135238 0.3 -0.2 0.0
H 0.604397 -4.218520 -2.071417 0.1 0.1 0.1
Cr 1.087794 1.123497 0.739954 -2.0 -0.9 0.3
I 1.637843 2.173992 -1.498960 0.1 0.2 -0.9
Br 0.890838 0.353980 2.973057 0.0 -0.4 0.9
```
Forces are in eV/Å.

Summary:
E = -122214.638 eV
multiplicity = 5
orbital gap (alpha / beta) = 7.28 / 5.40 eV
ΔE to the lowest compared entry with this formula, charge and spin = 75.7 kcal per mole
strongest force on any atom = 3.05 eV/Å
LUMO energy (alpha / beta) = -0.785 / -2.951 eV
expectation value of S² = 6.0373
molar mass = 445.06 g/mol

***

Entry from the OMol25 dataset: a structure of composition C3H7NS at a distorted geometry (ωB97M-V with the def2-TZVPD basis set).

Structure (XYZ):
```
12
Properties=species:S:1:pos:R:3:forces:R:3
C -0.617785 0.348028 -1.626217 0.1 0.0 0.3
C -0.095954 -0.663934 -0.924805 -0.4 -0.1 -1.1
C 0.057536 0.455099 1.217689 -0.2 0.4 0.4
N 0.390142 -0.617393 0.341582 -0.1 -3.3 1.9
S -0.231946 -2.528641 1.273120 0.4 2.8 -1.4
H -0.830343 0.224725 -2.672404 0.0 -0.1 -0.2
H -0.779110 1.326436 -1.209899 -0.1 0.2 0.2
H 0.074006 -1.620913 -1.402656 0.0 0.0 -0.1
H 0.535788 1.355970 0.822537 0.0 0.0 0.0
H -1.018058 0.641368 1.317526 0.0 0.0 0.0
H 0.487747 0.249008 2.197986 -0.1 0.1 -0.1
H 0.976750 -2.664618 1.800310 0.4 0.0 0.1
```
Forces are in eV/Å.

Summary:
E = -15547.225 eV
orbital gap = 7.55 eV
ΔE to the lowest compared entry with this formula, charge and spin = 55.8 kcal per mole
strongest force on any atom = 3.80 eV/Å
LUMO energy = -0.908 eV
molar mass = 89.16 g/mol

***

Entry from the OMol25 dataset: a cluster of 5 separate species, C16H26Br4O9 in total at a distorted geometry (ωB97M-V with the def2-TZVPD basis set).

Structure (XYZ):
```
55
Properties=species:S:1:pos:R:3:forces:R:3
Br 13.823840 -28.051730 28.904760 -1.3 0.5 1.0
C 12.113730 -27.291790 29.702590 -0.1 -0.6 -0.3
C 11.609140 -26.147680 28.866060 0.1 -0.1 -0.1
Br 10.987990 -26.815980 27.115100 0.1 0.6 0.6
H 12.211770 -27.028690 30.755810 0.9 0.4 -0.1
H 11.348110 -28.065710 29.757110 0.4 -0.3 -0.7
H 12.386280 -25.393990 28.739160 -0.2 -0.1 -0.3
H 10.745510 -25.693780 29.352090 0.0 0.0 -0.1
Br 8.816790 -32.295920 30.585380 1.2 0.6 0.5
C 10.707080 -32.477580 31.188250 0.8 0.6 0.6
C 11.455900 -31.168560 30.948480 -0.6 -0.4 -0.8
Br 10.417530 -29.640210 31.756890 0.0 -1.5 -0.4
H 11.203030 -33.247250 30.596850 -0.3 0.0 -0.3
H 10.743960 -32.760630 32.240210 -0.4 0.1 -0.1
H 11.502960 -31.029140 29.868460 -0.2 0.6 0.1
H 12.468590 -31.099390 31.345680 -0.2 -0.2 0.5
C 9.043280 -35.283170 32.963530 -0.8 1.4 0.5
C 9.102790 -34.148510 34.038940 -1.1 -0.8 -3.4
C 8.010950 -34.302640 35.031350 -0.3 0.5 0.4
O 8.758740 -34.182720 36.204170 0.1 -0.4 2.6
C 10.091700 -34.303440 36.023340 0.1 -0.6 2.7
O 10.886940 -34.446240 36.945930 -1.6 0.6 -2.7
O 10.309940 -34.279090 34.716550 1.8 0.1 0.1
H 8.068620 -35.337510 32.478570 -0.3 0.4 0.1
H 9.073960 -36.215820 33.526830 0.9 -0.2 -0.4
H 9.730630 -35.087560 32.140490 0.5 -0.7 0.4
H 8.983890 -33.140860 33.640700 0.6 0.1 -0.4
H 7.469220 -35.242780 34.927580 0.1 -0.2 0.4
H 7.308770 -33.468950 35.033360 -0.1 -0.2 -0.2
C 15.202980 -34.563800 35.779090 -0.6 0.1 0.3
C 13.791960 -33.904370 35.876290 1.4 -0.8 0.4
C 13.661570 -32.782870 36.926010 0.3 -1.0 0.2
O 13.051890 -31.719100 36.186490 -0.5 1.2 0.6
C 13.011740 -32.015680 34.908100 -1.6 1.0 -2.2
O 12.480810 -31.382000 33.975880 1.1 -0.6 2.2
O 13.558780 -33.173060 34.704090 0.5 -0.8 -2.4
H 15.993800 -33.855670 35.531560 -0.2 0.3 0.1
H 15.262120 -35.353480 35.030080 -0.4 0.1 -0.1
H 15.464210 -35.034360 36.726950 -0.1 0.1 0.1
H 13.002050 -34.655450 35.881660 0.1 0.0 0.6
H 14.658280 -32.495940 37.261180 -0.1 0.3 0.1
H 13.028460 -33.048070 37.772740 0.0 0.1 -0.2
C 14.432050 -31.189830 25.130960 -0.1 1.0 0.8
C 13.455530 -30.534610 26.160700 2.5 -0.5 -1.7
C 12.243200 -29.841930 25.658380 -0.7 0.5 -0.4
O 11.154980 -30.514730 26.324910 -1.0 -0.1 0.2
C 11.593270 -31.574500 26.983080 0.3 -1.7 2.1
O 10.950540 -32.421400 27.643190 1.7 2.9 -2.1
O 12.965730 -31.552940 26.937470 -1.9 -2.4 1.9
H 15.175830 -31.758940 25.688650 -0.1 -0.1 0.1
H 15.000760 -30.389060 24.658260 -0.2 -0.1 -0.4
H 13.960030 -31.863360 24.415670 -0.2 0.3 0.0
H 14.016350 -29.838320 26.784220 0.2 -0.2 0.1
H 12.030400 -29.952220 24.595060 0.3 0.4 0.0
H 12.336170 -28.820810 26.028190 -0.8 0.0 -0.6
```
Forces are in eV/Å.

Summary:
E = -315601.775 eV
multiplicity = 2
orbital gap (alpha / beta) = 8.97 / 3.58 eV
strongest force on any atom = 4.00 eV/Å
LUMO energy (alpha / beta) = -3.630 / -9.017 eV
expectation value of S² = 0.7572
molar mass = 681.99 g/mol
charge = +1

***

Entry from the OMol25 dataset: a cluster of 2 separate species, CF5NO in total at a distorted geometry (ωB97M-V with the def2-TZVPD basis set).

Structure (XYZ):
```
8
Properties=species:S:1:pos:R:3:forces:R:3
C -1.165396 0.127128 -0.124477 -3.4 -0.3 7.5
N 2.022735 0.094072 -0.398258 0.7 3.8 -0.4
O -0.483728 0.284822 -1.148630 1.9 0.1 -3.7
F -2.524992 0.331790 -0.225546 1.4 -1.0 -0.6
F -0.830060 0.991146 0.889364 0.3 0.8 -1.1
F -0.887304 -1.072224 0.535538 -0.8 0.4 -2.2
F 1.961863 -1.161061 -0.437254 -0.2 -3.8 0.0
F 1.906880 0.404325 0.909266 0.0 0.0 0.5
```
Forces are in eV/Å.

Summary:
E = -18154.632 eV
orbital gap (alpha / beta) = 12.87 / 5.54 eV
ΔE to the lowest compared entry with this formula, charge and spin = 30.6 kcal per mole
strongest force on any atom = 8.19 eV/Å
LUMO energy (alpha / beta) = -0.421 / -5.133 eV
molar mass = 137.01 g/mol

***

Entry from the OMol25 dataset: a structure of composition C20H48B2Cs2O10S5 at a distorted geometry (ωB97M-V with the def2-TZVPD basis set).

Structure (XYZ):
```
87
Properties=species:S:1:pos:R:3:forces:R:3
Cs 0.408214 -5.179436 2.495642 -0.5 0.0 -0.3
Cs -2.628142 -4.486169 -3.034401 0.0 0.0 0.7
B -2.659963 -7.546210 0.386873 0.0 0.1 -0.1
H -1.662274 -7.422967 -0.005119 4.5 0.3 -1.8
H -3.070834 -6.550627 0.321722 -2.1 4.2 -0.3
H -3.202105 -8.271648 -0.199694 -2.1 -2.8 -2.2
H -2.560236 -7.792844 1.432560 0.2 -1.2 4.2
B -0.892270 -1.193112 -0.174780 -0.1 -0.1 0.0
H -0.031247 -1.834233 -0.283671 3.8 -3.0 -0.5
H -0.579212 -0.400330 0.486830 1.0 3.2 2.7
H -1.087006 -0.793491 -1.157949 -1.2 1.6 -4.0
H -1.686803 -1.775953 0.264828 -3.5 -2.2 1.6
C -2.744976 1.393243 7.049921 2.0 0.8 -1.0
C -3.364749 1.486836 5.639415 -0.8 0.0 1.2
C -3.615690 0.058629 5.171826 0.4 -0.3 0.0
S -3.650947 -1.129995 6.628794 0.7 1.5 -1.2
O -2.506952 -2.030569 6.516096 -1.0 0.4 0.3
O -5.013986 -1.633500 6.682285 1.0 0.2 0.8
C -3.182806 0.246510 7.869381 -2.0 -1.3 -0.1
H -2.862871 2.304645 7.636042 -0.1 0.1 -0.2
H -1.677832 1.285566 6.855732 0.3 0.1 0.3
H -2.722019 2.048783 4.961763 0.1 -0.2 0.1
H -4.272908 2.077276 5.760774 -0.3 -0.3 -0.4
H -2.761027 -0.280476 4.586459 -0.1 -0.1 0.0
H -4.523884 -0.054223 4.579749 0.0 -0.2 0.3
H -2.463957 -0.042116 8.636222 -0.1 -0.4 -0.3
H -4.139122 0.510254 8.321049 -0.1 -0.3 0.3
C 2.741582 4.177191 -2.575367 -0.3 0.0 -1.4
C 2.257874 5.661253 -2.705464 -0.2 -1.0 -0.8
C 1.240253 5.751352 -3.924474 -0.2 0.0 0.7
S 0.825078 4.072508 -4.572244 4.0 -0.9 0.1
O 1.689483 3.788613 -5.755640 -1.7 0.6 2.1
O -0.578216 3.796956 -4.613092 -0.4 0.3 -0.2
C 1.567081 3.266477 -3.033757 0.0 0.9 0.3
H 3.134001 3.950961 -1.583944 -0.4 -0.1 0.1
H 3.573457 3.998825 -3.256745 0.1 0.1 -0.1
H 3.091248 6.331522 -2.916001 0.0 -0.1 0.0
H 1.875763 5.948698 -1.725944 -0.6 0.2 -0.3
H 1.639628 6.389971 -4.712359 -0.1 -0.4 -0.1
H 0.250469 6.117187 -3.651320 0.1 0.2 0.2
H 1.811118 2.209016 -3.135413 0.0 0.2 -0.4
H 0.780203 3.356010 -2.284826 -0.3 -0.1 -0.1
C 5.836201 0.392851 2.371351 -1.2 0.2 0.5
C 6.541716 1.004624 3.636971 0.2 0.4 -1.2
C 6.031338 0.320687 4.849679 -1.2 -0.8 1.5
S 4.269334 -0.139377 4.521847 -0.5 0.4 -0.1
O 3.310311 0.737529 5.202996 1.3 -0.8 -0.8
O 4.180789 -1.571404 4.735698 -0.1 0.3 -0.2
C 4.294107 0.267203 2.684978 1.0 0.0 1.7
H 6.285640 -0.573764 2.143916 -0.2 -0.1 0.0
H 5.854048 1.010467 1.473397 0.6 0.1 0.1
H 6.369725 2.078938 3.703063 -0.3 0.0 -0.1
H 7.626291 0.899521 3.609318 0.0 -0.1 -0.3
H 6.073123 0.851942 5.800524 -0.3 0.7 -0.3
H 6.514887 -0.608662 5.150666 0.0 -0.3 -0.8
H 3.771909 1.223532 2.656041 0.2 0.1 -0.1
H 3.690905 -0.448905 2.126902 0.4 -0.2 0.1
C 4.002141 -3.197789 -4.301501 0.7 -0.9 0.7
C 5.022885 -2.039498 -4.035340 -0.9 -0.9 -0.7
C 6.437625 -2.618118 -4.131990 0.4 1.1 -0.5
S 6.399863 -4.180415 -5.075960 0.8 -0.4 0.6
O 6.600916 -5.258499 -4.091436 -0.5 1.1 -1.5
O 7.252664 -4.113581 -6.281503 -1.6 -0.1 1.9
C 4.629006 -3.965704 -5.468912 -0.1 0.6 -0.8
H 2.986844 -2.861770 -4.512130 0.2 0.2 -0.2
H 3.905549 -3.894515 -3.468832 0.1 0.2 0.3
H 4.868528 -1.484835 -3.109792 -0.1 -0.2 -0.1
H 4.836426 -1.383218 -4.885420 0.3 0.4 0.2
H 6.919268 -2.649798 -3.154688 0.0 -0.8 -0.1
H 7.047337 -1.948058 -4.738101 0.1 -0.1 0.0
H 4.177812 -4.871539 -5.873866 0.1 -0.2 0.7
H 4.579265 -3.263274 -6.300893 0.5 0.0 -0.3
C -7.249849 2.575526 -2.417650 -1.3 -0.7 0.0
C -8.462301 1.884891 -3.136070 0.5 -1.1 -1.0
C -9.134590 0.852228 -2.201890 0.8 1.6 1.7
S -7.730403 0.115081 -1.239826 1.2 0.1 0.2
O -7.309461 -1.120159 -1.874308 -0.4 0.4 -0.1
O -7.924630 0.064833 0.203226 -0.3 0.6 -1.3
C -6.467202 1.429240 -1.734236 -0.4 0.2 -0.2
H -7.772467 3.329222 -1.828657 0.4 -0.3 1.2
H -6.653680 3.234690 -3.048666 0.2 -0.6 -0.5
H -8.189995 1.265927 -3.990960 0.5 0.5 -0.4
H -9.157241 2.647958 -3.486614 -0.2 -0.2 0.1
H -9.805421 0.072346 -2.562257 0.4 0.2 -0.3
H -9.640858 1.495577 -1.482227 -0.4 -0.5 0.4
H -5.813563 0.955843 -2.466861 -0.4 -0.3 -0.3
H -5.748208 1.671841 -0.951744 -0.7 0.1 0.5
```
Forces are in eV/Å.

Summary:
E = -98607.609 eV
orbital gap = 7.22 eV
ΔE to the lowest compared entry with this formula, charge and spin = 165.9 kcal per mole
strongest force on any atom = 4.91 eV/Å
LUMO energy = -0.859 eV
molar mass = 896.36 g/mol